No. 1
Here is a cluster of 12 separate species, C4H30NO15 in total in a non-equilibrium geometry from the OMol25 dataset. Energies are from the ωB97M-V functional and the def2-TZVPD basis.

XYZ file:
```
50
Properties=species:S:1:pos:R:3
O -1.767 -0.960 -1.383
C -1.803 0.183 -0.724
C -0.431 0.819 -0.420
C 0.288 0.032 0.701
N -0.774 2.227 -0.029
C -1.239 2.344 1.598
O -2.430 2.566 1.675
O -0.305 2.197 2.353
H -2.481 0.233 0.141
H 0.280 0.855 -1.272
H 1.173 0.535 1.098
H -0.466 -0.168 1.444
H 0.386 -1.016 0.404
H 0.109 2.714 -0.034
H 2.442 -0.226 2.736
H 3.565 0.607 2.047
O 3.173 -0.283 2.111
H 0.409 -2.916 -1.535
H -0.399 -1.597 -1.925
O 0.416 -2.167 -2.141
H -1.367 2.648 -0.743
H -2.492 0.942 -2.492
O -2.547 1.182 -1.563
H -2.284 -0.912 -3.488
H -0.878 -0.620 -3.287
O -1.473 -0.842 -4.009
H -3.487 -2.647 0.790
H -2.434 -2.274 -0.289
O -2.552 -2.736 0.582
H -2.235 -1.338 1.783
H -2.978 -0.051 2.298
O -2.629 -0.906 2.570
H -1.361 -4.090 0.441
H 0.206 -3.985 0.764
O -0.486 -4.500 0.352
H 2.013 -0.275 -3.500
H 1.358 -0.958 -2.305
O 2.141 -0.323 -2.547
H 2.929 0.328 -1.204
H 3.326 -0.059 0.303
O 3.365 0.660 -0.386
H 3.170 2.060 0.718
H 1.937 2.243 1.625
O 2.919 2.309 1.644
H 0.286 0.917 3.490
H -0.249 -0.491 3.915
O 0.553 0.019 3.751
H 1.427 2.870 -2.730
H 2.050 2.012 -1.539
O 1.626 2.839 -1.791
```

Values from the calculation:
Frontier orbital gap, Eh: 0.3393
Calculated total energy, hartree: -1353.89456
HOMO energy, eV: -6.679
Energy relative to the best compared isomer or geometry (same formula, charge and spin), kJ/mol: 215.75
Charge: -1
Molar mass, Da: 332.276



No. 2
Here is a cluster of 12 separate species, C4H31NO13 in total in a non-equilibrium geometry from the OMol25 dataset. Energies are from the ωB97M-V functional and the def2-TZVPD basis.

XYZ file:
```
49
Properties=species:S:1:pos:R:3
C 1.750 -2.145 1.141
C 0.344 -1.994 0.569
O -0.370 -2.814 1.502
C -0.095 -0.559 0.605
N -1.246 -0.382 -0.322
C -2.111 0.715 -0.208
O -2.039 1.594 0.581
H 2.021 -1.415 1.931
H 2.526 -2.118 0.397
H 1.956 -3.005 1.716
H 0.242 -2.662 -0.361
H -1.321 -2.848 1.292
H -0.464 -0.206 1.691
H 0.798 0.003 0.224
H -1.329 -1.080 -1.038
H -2.876 0.891 -0.985
O -2.315 0.447 -4.469
H -1.420 0.437 -4.203
H -2.606 0.006 -3.637
O -2.143 -0.007 2.620
H -2.168 -0.776 2.002
H -2.307 0.857 2.263
O -0.275 0.316 4.505
H -1.200 0.320 4.033
H -0.340 -0.517 4.998
O -1.047 4.404 0.257
H -0.910 3.661 -0.257
H -0.468 4.392 1.026
O 2.003 3.852 -0.499
H 2.615 3.419 0.163
H 1.580 4.535 -0.072
O 2.172 1.134 2.596
H 1.155 1.062 2.745
H 2.379 1.746 3.289
O 0.401 -0.966 -3.060
H -0.339 -1.603 -2.999
H 0.916 -1.149 -3.880
O -0.211 -4.910 -1.462
H -0.669 -5.062 -0.618
H 0.673 -4.960 -1.283
O 3.775 2.153 0.714
H 3.099 1.836 1.372
H 3.706 1.531 0.049
O 2.115 1.582 -2.281
H 2.445 2.486 -2.011
H 1.359 1.371 -1.735
O -1.584 -2.799 -2.465
H -2.470 -2.993 -2.337
H -1.048 -3.483 -2.470
```

Values from the calculation:
Frontier orbital gap, Eh: 0.3707
Calculated total energy, hartree: -1203.80203
SMILES string: C[C@@H](O)CNC=O.O.O.O.O.O.O.O.O.O.O.O
HOMO energy, eV: -10.462
Energy relative to the best compared isomer or geometry (same formula, charge and spin), kJ/mol: 475.37
Molar mass, Da: 301.286



No. 3
Here is a cluster of 17 separate species, C4H32BO24 in total in a non-equilibrium geometry from the OMol25 dataset. Energies are from the ωB97M-V functional and the def2-TZVPD basis.

XYZ file:
```
61
Properties=species:S:1:pos:R:3
O 1.579 3.166 -1.137
C 1.515 1.990 -0.947
O 0.455 1.265 -0.621
B 0.869 -0.135 -0.420
O 2.284 -0.186 -0.788
C 2.716 1.008 -1.112
O 3.833 1.324 -1.413
O 0.069 -1.030 -1.265
C -0.476 -1.987 -0.545
O -1.234 -2.827 -0.928
C -0.200 -1.630 0.934
O 0.601 -0.582 0.966
O -0.683 -2.201 1.873
O -1.972 2.302 -3.015
H -1.398 1.822 -2.410
H -1.483 3.118 -3.235
O 1.069 3.629 1.879
H 1.730 3.045 2.269
H 1.557 4.148 1.226
O -4.056 -1.195 2.877
H -4.264 -0.289 3.125
H -3.149 -1.328 3.171
O 0.103 -5.736 -0.833
H 0.488 -5.621 0.047
H 0.460 -5.012 -1.356
O -2.277 1.137 2.175
H -2.048 1.046 3.105
H -1.507 0.791 1.705
O -4.375 -2.966 0.665
H -4.413 -2.242 1.310
H -3.518 -3.381 0.856
O -3.483 -4.096 -2.681
H -3.449 -3.371 -3.310
H -2.867 -3.828 -1.984
O 5.426 -0.821 0.025
H 6.306 -0.931 -0.345
H 4.965 -0.250 -0.608
O 2.515 1.291 -4.429
H 2.445 0.413 -4.039
H 3.416 1.336 -4.765
O 0.565 -1.373 4.621
H 0.455 -2.328 4.601
H -0.219 -1.048 5.075
O -1.437 3.600 0.592
H -2.144 2.953 0.685
H -0.663 3.168 1.002
O 5.022 3.930 -2.148
H 4.612 3.142 -1.763
H 4.393 4.634 -1.967
O 0.639 -5.698 2.004
H 0.375 -6.345 2.665
H 0.502 -4.840 2.421
O -0.798 4.852 -3.367
H -0.910 5.639 -3.906
H -0.621 5.185 -2.471
O -2.367 -4.464 1.990
H -2.278 -5.271 2.504
H -1.721 -3.849 2.362
O -0.404 5.829 -0.648
H 0.176 6.142 0.050
H -0.730 4.957 -0.322
```

Values from the calculation:
Frontier orbital gap, Eh: 0.3327
Calculated total energy, hartree: -2002.59042
HOMO energy, eV: -7.538
Energy relative to the best compared isomer or geometry (same formula, charge and spin), kJ/mol: 148.55
Charge: -1
Molar mass, Da: 475.088



- What is the molar mass in the first record?
  332.276 Da



Please write out number 3 again, unchanged.
Here is a cluster of 17 separate species, C4H32BO24 in total in a non-equilibrium geometry from the OMol25 dataset. Energies are from the ωB97M-V functional and the def2-TZVPD basis.

XYZ file:
```
61
Properties=species:S:1:pos:R:3
O 1.579 3.166 -1.137
C 1.515 1.990 -0.947
O 0.455 1.265 -0.621
B 0.869 -0.135 -0.420
O 2.284 -0.186 -0.788
C 2.716 1.008 -1.112
O 3.833 1.324 -1.413
O 0.069 -1.030 -1.265
C -0.476 -1.987 -0.545
O -1.234 -2.827 -0.928
C -0.200 -1.630 0.934
O 0.601 -0.582 0.966
O -0.683 -2.201 1.873
O -1.972 2.302 -3.015
H -1.398 1.822 -2.410
H -1.483 3.118 -3.235
O 1.069 3.629 1.879
H 1.730 3.045 2.269
H 1.557 4.148 1.226
O -4.056 -1.195 2.877
H -4.264 -0.289 3.125
H -3.149 -1.328 3.171
O 0.103 -5.736 -0.833
H 0.488 -5.621 0.047
H 0.460 -5.012 -1.356
O -2.277 1.137 2.175
H -2.048 1.046 3.105
H -1.507 0.791 1.705
O -4.375 -2.966 0.665
H -4.413 -2.242 1.310
H -3.518 -3.381 0.856
O -3.483 -4.096 -2.681
H -3.449 -3.371 -3.310
H -2.867 -3.828 -1.984
O 5.426 -0.821 0.025
H 6.306 -0.931 -0.345
H 4.965 -0.250 -0.608
O 2.515 1.291 -4.429
H 2.445 0.413 -4.039
H 3.416 1.336 -4.765
O 0.565 -1.373 4.621
H 0.455 -2.328 4.601
H -0.219 -1.048 5.075
O -1.437 3.600 0.592
H -2.144 2.953 0.685
H -0.663 3.168 1.002
O 5.022 3.930 -2.148
H 4.612 3.142 -1.763
H 4.393 4.634 -1.967
O 0.639 -5.698 2.004
H 0.375 -6.345 2.665
H 0.502 -4.840 2.421
O -0.798 4.852 -3.367
H -0.910 5.639 -3.906
H -0.621 5.185 -2.471
O -2.367 -4.464 1.990
H -2.278 -5.271 2.504
H -1.721 -3.849 2.362
O -0.404 5.829 -0.648
H 0.176 6.142 0.050
H -0.730 4.957 -0.322
```

Values from the calculation:
Frontier orbital gap, Eh: 0.3327
Calculated total energy, hartree: -2002.59042
HOMO energy, eV: -7.538
Energy relative to the best compared isomer or geometry (same formula, charge and spin), kJ/mol: 148.55
Charge: -1
Molar mass, Da: 475.088



- Which value of energy relative to the best compared isomer or geometry (same formula, charge and spin) does entry 1 give?
  215.75 kJ/mol



- Number 3 is which compound?
  C4H32BO24